--- w ---
Computed, not measured: 2 unconnected molecules or ions with the total composition C4H8Cl4, with ωB97M-V/def2-TZVPD.

CARTESIAN COORDINATES (ANGSTROEM)
Cl (16.5338, 8.5024, 3.3122)
C (17.5304, 9.8495, 2.6808)
C (18.4036, 10.5412, 3.8002)
Cl (19.6794, 9.4106, 4.4035)
H (16.8772, 10.5152, 2.1165)
H (18.1496, 9.4021, 1.9033)
H (17.8616, 10.7964, 4.7108)
H (18.9864, 11.4276, 3.5498)
Cl (17.3821, 9.6538, 10.9719)
C (18.4028, 9.0754, 12.2850)
C (19.9037, 8.9993, 11.7169)
Cl (20.8597, 7.8270, 12.7055)
H (18.0579, 8.1042, 12.6398)
H (18.3009, 9.7528, 13.1329)
H (20.4177, 9.9565, 11.8046)
H (19.9731, 8.5828, 10.7120)

Results
**Structure (SMILES)**: ClCCCl.ClCCCl
**E_HOMO**: -10.73 eV
**E_LUMO**: 0.704 eV

Atom charges from the Löwdin analysis, given in e for atoms 1 to 4: number 1, Cl, carries 0.52; number 2, C, carries -0.64; number 3, C, carries -0.60; number 4, Cl, carries 0.49

***

--- x ---
Computed, not measured: 2 unconnected molecules or ions with the total composition C4H8Cl4, with ωB97M-V/def2-TZVPD.

CARTESIAN COORDINATES (ANGSTROEM)
Cl (-2.9636, 1.8707, -3.9104)
C (-2.7293, 0.2487, -3.3214)
C (-1.4534, -0.4744, -3.8026)
Cl (-1.5016, -1.0049, -5.5038)
H (-3.5416, -0.4163, -3.6149)
H (-2.9214, 0.2871, -2.2492)
H (-1.3153, -1.3686, -3.1948)
H (-0.5479, 0.1221, -3.6910)
Cl (1.5394, 1.4934, 2.3771)
C (1.5053, -0.1101, 3.1912)
C (2.7553, -0.0126, 4.0800)
Cl (2.4389, 0.9630, 5.4814)
H (1.5489, -0.9715, 2.5247)
H (0.5554, -0.1412, 3.7249)
H (3.5866, 0.5678, 3.6798)
H (3.0446, -1.0530, 4.2288)

Results
**Structure (SMILES)**: ClCCCl.ClCCCl
**E_HOMO**: -10.68 eV
**E_LUMO**: 0.529 eV

Atom charges from the Löwdin analysis, given in e for atoms 1 to 4: number 1, Cl, carries 0.57; number 2, C, carries -0.71; number 3, C, carries -0.65; number 4, Cl, carries 0.53

***

Quick one: most stable of them? w

***

--- w ---
Computed, not measured: a single C7H13NO2 molecule, with ωB97M-V/def2-TZVPD.

CARTESIAN COORDINATES (ANGSTROEM)
C (1.5390, 1.8708, 0.7997)
C (0.5903, -1.6218, -1.0878)
C (-0.5350, 0.1901, 2.2549)
C (0.4334, 1.4927, -1.2903)
C (0.5149, -1.1395, 0.3608)
C (-0.3012, 0.1080, 0.8106)
C (0.3031, 1.3804, 0.2320)
N (2.5979, 2.2259, 1.0728)
O (-1.9966, 2.2615, 0.1718)
O (-0.7669, 2.7001, 0.6391)
H (1.1712, -1.0418, -1.8833)
H (-0.4371, -1.7093, -1.5483)
H (0.9190, -2.5855, -1.0752)
H (0.3132, -0.1016, 2.9170)
H (-1.3458, -0.2489, 2.8044)
H (-0.5212, 1.2437, 2.7061)
H (-0.0349, 0.6159, -1.7442)
H (0.0621, 2.5096, -1.6914)
H (1.5302, 1.5305, -1.4956)
H (-0.0301, -1.9237, 0.9844)
H (1.5475, -0.8981, 0.6797)
H (-1.3531, 0.1117, 0.2741)
H (-2.4053, 3.0850, 0.4536)

Results
**Structure (SMILES)**: CC[C@@H](C)[C@](C)(C#N)OO
**E_HOMO**: -9.42 eV
**E_LUMO**: 0.761 eV

Atom charges from the Löwdin analysis, given in e for atoms 1 to 4: number 1, C, carries -0.18; number 2, C, carries -0.12; number 3, C, carries -0.09; number 4, C, carries -0.02

***

--- x ---
Computed, not measured: a single C7H13NO2 molecule, with ωB97M-V/def2-TZVPD.

CARTESIAN COORDINATES (ANGSTROEM)
C (-3.3034, -0.1139, 0.2797)
C (0.5764, -0.1169, 0.7790)
C (-2.0579, -0.6867, 0.9514)
C (1.8643, 0.6462, 0.2678)
C (3.0530, -0.1414, -0.3005)
C (1.8585, 1.9853, 0.1741)
C (-0.6902, -0.8140, -1.1848)
N (-0.8302, -0.1046, 0.0941)
O (-3.1091, 0.9792, -0.4212)
O (-4.3673, -0.6298, 0.4331)
H (1.0250, -1.1580, 0.8582)
H (0.3008, 0.3513, 1.8276)
H (-2.0470, -1.8464, 0.8342)
H (2.7590, -1.2526, -0.1798)
H (3.9919, 0.1571, 0.0585)
H (3.2530, 0.1372, -1.3062)
H (-1.9438, -0.4948, 2.0766)
H (0.8989, 2.4433, 0.2027)
H (2.7075, 2.5305, -0.1416)
H (0.2842, -0.6844, -1.7148)
H (-0.7840, -1.9661, -1.1707)
H (-1.3498, -0.3972, -1.9300)
H (-2.0898, 1.1768, -0.4878)

Results
**Structure (SMILES)**: C=C(C)CN(C)CC(=O)O
**E_HOMO**: -9.67 eV
**E_LUMO**: 0.670 eV

Atom charges from the Löwdin analysis, given in e for atoms 1 to 4: number 1, C, carries -0.60; number 2, C, carries -0.14; number 3, C, carries -0.03; number 4, C, carries -0.32

***

Quick one: most stable of them? x

***

--- w ---
Computed, not measured: 3 unconnected molecules or ions with the total composition C4H12O4, with ωB97M-V/def2-TZVPD.

CARTESIAN COORDINATES (ANGSTROEM)
O (1.9873, 0.5079, -1.6783)
C (1.2217, -0.2996, -1.2181)
O (1.1205, -1.4806, -1.8726)
C (0.2722, -0.0281, -0.0802)
C (-1.0404, 0.5813, -0.6086)
C (-1.8854, 1.4778, 0.3676)
H (0.4193, -2.0060, -1.4712)
H (0.6192, 0.6988, 0.6561)
H (0.1681, -0.9686, 0.5006)
H (-0.7819, 1.1207, -1.5374)
H (-1.7305, -0.1702, -1.0195)
H (-1.7297, 1.1412, 1.3891)
H (-2.9635, 1.4603, 0.2739)
H (-1.4964, 2.4415, 0.1242)
H (1.8520, 1.0331, 3.1833)
H (1.7345, 2.0360, 2.1305)
O (1.3288, 1.1829, 2.3694)
H (-2.0314, -2.2746, 2.2380)
H (-2.4124, -2.4988, 0.8423)
O (-2.3978, -1.7736, 1.4978)

Results
**Structure (SMILES)**: CCCC(=O)O.O.O
**E_HOMO**: -9.89 eV
**E_LUMO**: 0.283 eV

Atom charges from the Löwdin analysis, given in e for atoms 1 to 4: number 1, O, carries 0.10; number 2, C, carries -0.53; number 3, O, carries 0.11; number 4, C, carries -0.13

***

--- x ---
Computed, not measured: 2 unconnected molecules or ions with the total composition C4H12O4, with ωB97M-V/def2-TZVPD.

CARTESIAN COORDINATES (ANGSTROEM)
C (-1.8401, -0.0088, -0.3550)
C (-1.3784, 1.3061, 0.2892)
C (-1.7125, -1.1822, 0.6082)
O (-1.0877, -0.1936, -1.5402)
O (-1.3799, 2.3391, -0.6402)
H (-0.1546, -0.2703, -1.2832)
H (-1.2053, 1.9225, -1.5016)
H (-2.8787, 0.1016, -0.6874)
H (-1.9761, 1.6001, 1.1546)
H (-0.2305, 1.0816, 0.5628)
H (-0.6761, -1.3091, 0.9164)
H (-2.3232, -1.0107, 1.4927)
H (-2.0515, -2.0944, 0.1233)
C (3.2302, -0.8918, 0.2629)
O (2.6682, 0.0623, -0.5819)
O (1.2652, 0.5376, 0.0014)
H (1.5067, 1.4508, -0.2189)
H (2.6275, -1.8075, 0.2980)
H (3.3920, -0.5091, 1.2783)
H (4.2051, -1.1243, -0.1793)

Results
**Structure (SMILES)**: C[C@H](O)CO.COO
**E_HOMO**: -9.61 eV
**E_LUMO**: 0.401 eV

Atom charges from the Löwdin analysis, given in e for atoms 1 to 4: number 1, C, carries -0.43; number 2, C, carries -0.24; number 3, C, carries -0.04; number 4, O, carries -0.05

***

Quick one: most stable of them? w